No. 1
Here is C26H27GdN7O5P as an isolated structure in a non-equilibrium geometry from the Open Molecules 2025 dataset. Energies are from the ωB97M-V functional and the def2-TZVPD basis.

Output
* maximum force: 0.102 Eh/bohr
* LUMO energy (spin up / spin down): -0.1 / -0.1 eV
* Kohn-Sham gap (spin up / spin down): 7.010 / 7.012 eV
* expectation value of S²: 16.009

```
! wB97M-V def2-TZVPD RIJCOSX def2/J DEFGRID3
* xyz 0 8
Gd 0.808 -1.048 0.231
C -3.291 3.153 1.371
N -2.453 1.978 1.694
C -2.166 1.574 2.946
C -1.516 0.391 2.793
N -1.382 0.105 1.454
C -1.968 1.166 0.795
P -2.171 1.481 -1.012
C -0.494 1.811 -1.606
N 0.594 1.230 -1.100
C 1.620 1.591 -1.884
C 1.183 2.358 -2.866
N -0.222 2.479 -2.718
C -1.131 2.834 -3.751
C -2.319 -0.237 -1.352
N -1.399 -1.172 -1.137
C -1.915 -2.350 -1.612
C -3.172 -2.127 -2.150
N -3.378 -0.762 -1.957
C -4.643 -0.097 -2.405
H -4.049 2.802 0.826
H -2.668 3.922 0.820
H -3.674 3.472 2.412
H -2.443 1.995 3.896
H -1.060 -0.184 3.521
H 2.586 1.213 -1.756
H 1.605 2.779 -3.766
H -2.123 2.386 -3.661
H -0.732 2.256 -4.658
H -1.177 3.859 -3.924
H -1.331 -3.232 -1.610
H -3.994 -2.675 -2.558
H -4.446 0.528 -3.261
H -5.067 0.561 -1.594
H -5.406 -0.840 -2.655
C 4.005 0.543 0.776
N 2.888 0.320 1.675
C 2.185 1.538 2.034
C 3.235 -0.514 2.788
C 2.109 -1.233 3.357
C 2.012 -1.537 4.695
C 0.948 -2.301 5.139
C -0.043 -2.768 4.314
C 0.114 -2.567 2.898
C 1.166 -1.761 2.489
H 4.680 1.277 1.190
H 3.690 0.783 -0.211
H 4.641 -0.370 0.698
H 2.819 2.246 2.486
H 1.450 1.173 2.769
H 1.785 2.106 1.159
H 3.740 0.067 3.549
H 3.909 -1.286 2.461
H 2.745 -1.142 5.302
H 0.974 -2.445 6.245
H -0.965 -3.312 4.707
H -0.526 -2.998 2.081
O 1.299 -1.678 -5.482
C 1.484 -1.818 -4.289
C 0.714 -2.813 -3.429
O -0.216 -3.541 -3.720
C 1.244 -2.570 -2.058
C 2.213 -1.530 -2.137
O 2.841 -1.079 -1.093
C 2.337 -0.951 -3.427
O 2.992 0.009 -3.821
O 0.929 -3.046 -0.910
*
```

Per-atom Mulliken charges, elementary charge units: 0.823 -0.927 0.215 -0.557 -0.632 0.077 0.113 -0.622 -0.476 1.104 -0.893 -1.057 0.150 -0.900 -0.039 0.759 -0.818 -0.980 0.202 -0.747 0.462 0.250 0.290 0.409 0.508 0.731 0.523 0.309 0.391 0.330 0.903 0.407 0.313 0.284 0.282 -1.181 0.847 -0.987 -1.223 0.184 -0.860 -0.486 -0.651 -0.425 0.847 0.416 0.218 0.352 0.357 0.270 0.133 0.322 0.375 0.569 0.278 0.293 0.328 -0.607 0.282 0.360 -0.661 0.818 0.680 -0.769 0.290 -0.714 -0.841

***

No. 2
Here is a single HNO2S2 molecule in a non-equilibrium geometry from the Open Molecules 2025 dataset. Energies are from the ωB97M-V functional and the def2-TZVPD basis.

Output
* maximum force: 0.080 Eh/bohr
* LUMO energy: -1.6 eV
* relative energy (zero: lowest compared OMol25 entry of this formula, charge and spin): 117.4 kJ/mol
* Kohn-Sham gap: 8.837 eV
* SMILES: O=S(=O)=NS

```
! wB97M-V def2-TZVPD RIJCOSX def2/J DEFGRID3
* xyz 0 1
O -1.935 1.228 0.703
S -0.861 0.554 0.038
O -0.995 -0.019 -1.278
N 0.279 0.234 0.959
S 1.279 -1.341 0.019
H 2.233 -0.656 -0.441
*
```

Per-atom Mulliken charges, elementary charge units: -0.415 1.010 -0.395 -0.331 -0.025 0.157